14
Properties=species:S:1:pos:R:3:forces:R:3 method="wB97M-V/def2-TZVPD" homo_ev=-9.8430 relative_energy_kj_mol=307.31 total_charge=0 smiles="C=C[C@@H](O)[C@H]1C=N1"
C -1.34529 -0.49329 -1.40699 0.0 0.1 0.0
C -0.73746 0.51201 -0.79037 0.0 -0.1 -0.1
C -0.38428 0.50261 0.66998 0.1 0.2 -0.2
O -1.13373 -0.50955 1.32170 0.1 -0.1 0.3
C 1.11114 0.23328 0.82059 -0.2 0.0 0.3
C 1.86659 -0.45561 -0.20037 0.2 0.4 -0.1
N 2.08494 0.78035 -0.20463 0.0 -0.5 -0.1
H -1.69094 -1.35909 -0.85037 0.0 0.1 -0.1
H -1.50375 -0.48791 -2.48173 0.0 0.1 0.2
H -0.36355 1.37049 -1.34488 -0.1 -0.1 0.0
H -0.61614 1.48551 1.11355 0.0 -0.1 -0.1
H -0.91982 -0.48695 2.26236 0.0 0.0 -0.1
H 1.47533 0.24478 1.85003 -0.1 0.0 -0.1
H 2.15698 -1.33663 -0.75888 0.0 0.1 0.1